Record 1
DFT (ωB97M-V/def2-TZVPD) results for a molecular structure, C13H23N3OS2 in a non-equilibrium geometry.

Its total charge is 0. The calculation puts the total energy at -1545.079945 Eh. The energy above the lowest of the compared OMol25 structures with the same formula, charge and spin is 14.9 kJ/mol. Its HOMO energy is -8.19 eV. As for the spin multiplicity: 1. The frontier orbital gap is 8.779 eV.

Element x y z (Å)
1 C -4.36 -2.48 -4.66
2 C -5.37 -1.96 -3.65
3 C -4.76 -1.57 -2.30
4 C -4.15 -2.75 -1.53
5 C -2.63 -2.86 -1.66
6 C -1.92 -1.80 -0.84
7 H -2.13 -1.90 0.22
8 H -2.18 -0.79 -1.15
9 S -0.11 -1.96 -1.05
10 C 0.38 -0.52 -0.22
11 N -0.47 0.31 0.31
12 S 0.33 1.57 1.01
13 C 1.84 0.87 0.52
14 N 1.71 -0.25 -0.12
15 N 3.03 1.47 0.82
16 C 3.02 2.65 1.53
17 O 1.97 3.15 1.86
18 C 4.38 3.21 1.85
19 H 5.10 2.89 1.10
20 H 4.30 4.30 1.82
21 C 4.86 2.79 3.25
22 C 4.93 1.27 3.38
23 H 3.94 0.82 3.32
24 H 5.36 0.99 4.34
25 H 5.56 0.84 2.60
26 C 3.95 3.37 4.33
27 H 4.30 3.07 5.32
28 H 2.93 3.04 4.20
29 H 3.96 4.46 4.29
30 H 5.86 3.19 3.38
31 H 3.88 1.01 0.54
32 H -2.31 -3.85 -1.31
33 H -2.33 -2.77 -2.70
34 H -4.61 -3.67 -1.88
35 H -4.40 -2.65 -0.47
36 H -5.54 -1.11 -1.70
37 H -3.99 -0.80 -2.47
38 H -5.87 -1.08 -4.07
39 H -6.14 -2.72 -3.48
40 H -4.84 -2.66 -5.61
41 H -3.57 -1.75 -4.81
42 H -3.91 -3.41 -4.32

Record 2
DFT (ωB97M-V/def2-TZVPD) results for a single C13H23NOS3Si molecule in a non-equilibrium geometry.

Its total charge is 0. As for the SMILES: C#C[Si@@H](CCCS)CCCSC(=S)N1CCOCC1. The calculation puts the total energy at -2123.102916 Eh. Its HOMO energy is -8.48 eV. As for the spin multiplicity: 1. The frontier orbital gap is 8.598 eV.

Element x y z (Å)
1 C 4.94 0.15 1.20
2 C 3.87 -0.28 0.83
3 Si 2.07 -0.63 0.60
4 C 1.52 0.38 -0.90
5 C 1.65 1.88 -0.51
6 C 1.71 2.81 -1.74
7 S 2.98 4.12 -1.60
8 C 1.76 -2.49 0.49
9 C 1.37 -3.04 -0.89
10 C -0.03 -2.68 -1.44
11 S -1.33 -2.72 -0.18
12 C -2.39 -1.37 -0.70
13 S -2.82 -1.23 -2.27
14 N -2.85 -0.58 0.34
15 C -1.79 0.04 1.15
16 C -2.43 0.42 2.50
17 O -3.79 0.74 2.37
18 C -4.05 1.40 1.15
19 C -3.74 0.50 -0.08
20 H 5.90 0.57 1.37
21 H 1.30 -0.10 1.75
22 H 0.46 0.21 -1.12
23 H 2.14 0.21 -1.78
24 H 2.50 2.03 0.15
25 H 0.77 2.13 0.08
26 H 0.75 3.30 -1.88
27 H 1.92 2.23 -2.63
28 H 3.74 3.56 -0.65
29 H 2.70 -2.97 0.75
30 H 1.05 -2.78 1.26
31 H 2.11 -2.78 -1.65
32 H 1.40 -4.13 -0.82
33 H -0.03 -1.73 -1.97
34 H -0.29 -3.42 -2.19
35 H -1.39 0.91 0.63
36 H -0.99 -0.66 1.37
37 H -2.37 -0.45 3.15
38 H -1.85 1.23 2.96
39 H -3.46 2.32 1.07
40 H -5.10 1.67 1.16
41 H -3.27 1.13 -0.84
42 H -4.66 0.09 -0.49

Record 3
DFT (ωB97M-V/def2-TZVPD) results for a molecular structure, C13H24AlBiI2O4S3 in a non-equilibrium geometry.

Its total charge is +4. The calculation puts the total energy at -3055.969010 Eh. The energy above the lowest of the compared OMol25 structures with the same formula, charge and spin is 110.6 kJ/mol. Its HOMO energy (spin up / spin down) is -21.93 / -21.93 eV. As for the spin multiplicity: 1. The frontier orbital gap (spin up / spin down) is 6.155 / 6.155 eV.

Element x y z (Å)
1 I 2.09 3.75 -0.56
2 I 2.00 2.92 -3.22
3 Al 0.70 0.62 -2.33
4 Bi 0.08 0.74 0.86
5 S -1.20 1.53 -1.57
6 S 2.09 -0.06 -0.59
7 C -2.07 -0.79 0.78
8 C -2.74 1.57 -2.67
9 C 4.05 -0.01 -0.43
10 C -2.32 1.62 -4.13
11 C -3.57 0.35 -2.34
12 C -3.44 2.85 -2.21
13 C 4.59 0.80 -1.60
14 C 4.39 -1.49 -0.51
15 C 4.43 0.60 0.91
16 C -0.23 -1.28 -2.76
17 C 0.99 -1.80 -2.43
18 O -2.86 -1.61 0.66
19 O -1.30 -1.83 -3.00
20 O 1.71 -2.73 -2.29
21 H -1.77 0.71 -4.43
22 H -1.69 2.50 -4.32
23 H -3.23 1.70 -4.73
24 H -3.07 -0.58 -2.66
25 H -4.52 0.43 -2.88
26 H -3.75 0.30 -1.26
27 H -3.61 2.83 -1.13
28 H -4.41 2.93 -2.72
29 H -2.84 3.73 -2.47
30 H 5.68 0.69 -1.60
31 H 4.37 1.87 -1.46
32 H 4.20 0.46 -2.57
33 H 5.48 -1.64 -0.46
34 H 4.03 -1.92 -1.45
35 H 3.93 -2.03 0.33
36 H 5.51 0.46 1.03
37 H 3.92 0.12 1.76
38 H 4.19 1.67 0.90
39 C 1.48 -2.83 3.56
40 S 1.57 -2.40 1.83
41 C 0.56 -3.65 1.14
42 O 0.65 -1.16 1.87
43 H 2.10 -3.70 3.75
44 H 0.42 -2.99 3.77
45 H 1.85 -1.97 4.14
46 H -0.51 -3.50 1.34
47 H 0.71 -3.68 0.05
48 H 0.94 -4.59 1.56